Below is C22H40N7O2PdS2Si as an isolated structure, with properties calculated with ωB97M-V/def2-TZVPD.

```
! RIJCOSX wB97M-V def2-TZVPD def2/J DEFGRID3
* xyz -1 3
H -0.74 4.10 0.05
N -2.48 0.98 2.26
H -0.24 -1.76 -1.33
H -2.17 -0.18 -1.29
C -2.64 -2.47 0.61
H -2.54 4.55 2.13
H -2.23 -5.15 0.60
C 1.65 -2.42 2.77
C -0.27 3.40 0.77
H -1.10 4.49 3.18
S 1.03 1.47 3.79
H -3.33 -0.24 -2.63
H -2.44 1.27 3.23
C 3.76 1.62 3.42
C 1.18 -4.15 1.05
H -1.29 1.63 -5.11
C 1.22 -1.28 -3.55
H 1.34 -2.49 3.81
O 0.40 2.18 -1.23
H 0.62 3.87 1.20
H -3.32 -2.32 1.46
C -1.60 1.69 1.47
C -2.27 -0.24 -2.37
H -2.33 -1.49 0.24
H 0.60 -0.71 -0.19
C 0.72 -1.29 -1.11
N -1.20 2.96 1.78
N -1.46 -3.24 0.97
N -1.00 1.17 0.43
N 0.68 -3.08 1.89
C 0.01 2.07 0.09
O -0.84 -1.45 2.28
H 2.61 -2.92 2.65
C -1.66 0.76 -4.57
H 0.54 3.10 -4.04
S 3.65 1.22 1.72
H -2.42 3.35 3.43
H -0.92 -5.11 1.79
H 1.45 -2.09 -0.92
C -1.85 3.88 2.67
H 0.21 -1.63 -3.80
H -1.85 3.12 -3.08
C 2.69 1.72 4.25
H 1.77 -1.36 2.52
H -3.17 -3.00 -0.18
C -1.80 -4.58 1.43
C 1.10 2.18 -3.87
H -1.85 -1.20 -2.71
N 3.05 2.31 6.75
H 0.50 -4.30 0.21
H -2.71 0.62 -4.86
H -3.35 2.19 -3.06
C 5.08 1.84 3.91
C 1.23 -0.44 -2.27
H -2.24 -0.01 2.20
H 1.61 -0.73 -4.41
H 3.13 0.55 -2.77
H 1.17 1.66 -4.82
H 3.29 -0.91 -1.79
C 2.90 2.06 5.63
H 2.16 -3.87 0.65
H 1.84 -2.17 -3.41
C 2.68 -0.02 -1.96
C -2.33 2.23 -2.67
H -2.38 2.34 -1.59
H -2.54 -4.54 2.24
H -1.10 -0.11 -4.92
H 1.29 -5.09 1.60
C -1.58 0.94 -3.05
H 2.10 2.47 -3.55
C -0.54 -2.53 1.76
Si 0.25 1.17 -2.54
H 2.72 0.59 -1.05
Pd 1.37 0.82 1.55
N 6.16 2.01 4.28
*
```

HOMO (alpha / beta) = -3.097 / -3.872 eV
calculated total energy = -2609.95813 Ha
orbital gap (alpha / beta) = 0.1994 / 0.2272 hartree
energy relative to the best compared isomer or geometry (same formula, charge and spin) = 0.00 kcal/mol
maximum force = 0.71 eV/Å

Okay, here come the Mulliken numbers, in e, for every atom: 0.25, -0.57, 0.07, -0.27, -0.43, 0.29, 0.34, -0.39, -1.04, 0.33, -0.51, 0.62, 0.29, 0.73, -1.45, 0.34, -2.17, 0.29, -0.64, 0.27, 0.41, 0.04, -1.36, -0.33, -0.42, -1.43, 0.43, 0.27, 0.48, 0.35, -0.14, -0.67, 0.40, -2.03, 0.27, -0.48, 0.33, 0.37, 0.90, -1.06, 0.36, 0.29, 0.54, -0.12, 0.37, -1.12, -1.52, 0.28, -0.56, 0.49, 0.52, 0.51, -0.23, 3.03, 0.15, 0.39, 0.45, 0.30, 0.44, -0.20, 0.50, 0.47, -2.17, -1.78, 0.20, 0.37, 0.33, 0.34, 2.60, 0.35, 0.21, 0.57, 0.39, 0.10, -0.55